Record 1
Molecular formula: C2H3BrO3
Method: DFT, ωB97M-V with the def2-TZVPD basis set

```
9
Properties=species:S:1:pos:R:3:mulliken_charge:R:1
Br 1.7442 -1.1147 0.0690 -0.2239
O -2.5240 -1.8827 0.8691 -0.3857
O -1.8229 -1.2207 -1.1909 -0.3137
O -2.9131 1.2106 -0.3712 -0.3679
C -2.1463 -1.5377 -0.1574 0.7233
C -2.5576 1.2782 0.7478 -0.1754
H -3.2250 1.3111 1.5686 0.2864
H 0.8570 -1.2473 -1.0294 0.2126
H -1.4379 1.2782 0.9624 0.2442
```

The LUMO energy is 0.535 eV. For the relative energy (zero: lowest compared OMol25 entry of this formula, charge and spin), the calculation gives 0.000 eV. The value obtained for the molar mass is 154.9 g mol⁻¹. The calculation puts the total energy at -2877.73886 hartree. As for the frontier orbital gap: 10.9 eV. The SMILES is O=C=O.C=O.Br.

Record 2
Molecular formula: C2H3BrS
Method: DFT, ωB97M-V with the def2-TZVPD basis set

```
7
Properties=species:S:1:pos:R:3:mulliken_charge:R:1
Br -2.1453 0.1881 0.6306 -0.0622
S -0.5940 0.6438 -2.0515 -0.1742
C -0.6011 0.3774 -0.4292 0.2415
C 0.6464 -0.1746 0.2920 -0.9755
H 1.6615 0.2537 -0.0369 0.2798
H 0.5483 -0.0639 1.3785 0.3564
H 0.4842 -1.2246 0.2166 0.3342
```

The LUMO energy is -0.630 eV. For the relative energy (zero: lowest compared OMol25 entry of this formula, charge and spin), the calculation gives 0.172 eV. The value obtained for the molar mass is 139.0 g mol⁻¹. The calculation puts the total energy at -3050.17130 hartree. As for the frontier orbital gap: 8.5 eV. The SMILES is CC(=S)Br.

Record 3
Molecular formula: C2H3Cl2N
Method: DFT, ωB97M-V with the def2-TZVPD basis set

```
8
Properties=species:S:1:pos:R:3:mulliken_charge:R:1
Cl 2.2449 1.4578 0.1362 -0.2569
Cl -2.4798 0.8887 0.2275 -0.1908
N 0.1163 -1.7141 0.4282 -0.3612
C -0.8533 0.4609 -0.4216 -0.5779
C -0.3281 -0.6409 0.1243 0.4611
H 1.1120 0.6799 0.0873 0.1462
H -0.7928 0.8724 -1.3528 0.4784
H 0.9808 -2.0047 0.7708 0.3010
```

The LUMO energy is -0.348 eV. For the relative energy (zero: lowest compared OMol25 entry of this formula, charge and spin), the calculation gives 1.650 eV. The value obtained for the molar mass is 112.0 g mol⁻¹. The calculation puts the total energy at -1053.06234 hartree. As for the frontier orbital gap: 8.9 eV. The SMILES is N=C=CCl.Cl.

Record 4
Molecular formula: C2H3Cl2N2P
Method: DFT, ωB97M-V with the def2-TZVPD basis set

```
10
Properties=species:S:1:pos:R:3:mulliken_charge:R:1
Cl 1.0003 -1.9367 -0.1552 -0.1473
Cl -2.7424 -0.9037 -0.0533 -0.2362
P -1.5341 0.7740 -0.4277 0.2492
N -0.7934 0.7832 1.1142 -0.3727
N -0.1314 0.4504 -1.3035 -0.4512
C 1.0428 -0.0993 -0.1204 0.1067
C 0.3967 0.3484 1.1543 -0.1718
H -0.0166 -0.2359 -1.9435 0.2845
H 0.7936 0.4758 2.1660 0.4019
H 1.9845 0.3437 -0.4310 0.3369
```

The LUMO energy is -0.168 eV. For the relative energy (zero: lowest compared OMol25 entry of this formula, charge and spin), the calculation gives 1.343 eV. The value obtained for the molar mass is 156.9 g mol⁻¹. The calculation puts the total energy at -1449.24612 hartree. As for the frontier orbital gap: 9.1 eV. The SMILES is Cl[C@@H]1C=NP(Cl)N1.